Molecular formula: C5H6O4
Method: DFT, ωB97M-V with the def2-TZVPD basis set

Properties
- 2S+1: 1
- SMILES: CC(=O)/C=C(\O)C(=O)O
- Orbital gap: 8.9 eV
- LUMO: -0.75 eV
- HOMO: -9.70 eV
- Energy above the lowest of the compared OMol25 structures with the same formula, charge and spin: 24.9 kcal per mole
- Calculated total energy: -495.0651 Eh

Element x y z (Å)
C1 2.2252 0.8101 -0.0311
C2 1.7032 -0.6497 -0.0273
C3 0.2578 -0.9480 -0.2019
C4 -0.7593 -0.0132 -0.0567
C5 -2.0574 -0.5879 0.0388
H1 3.3590 0.7399 -0.0237
H2 1.8544 1.2233 0.9050
H3 1.7889 1.4044 -0.8807
H4 0.1254 -2.0135 -0.2639
H5 -1.2928 1.8436 -0.0479
H6 -3.8528 -0.1617 0.3071
O1 2.5291 -1.5070 0.1965
O2 -0.4800 1.2764 0.0252
O3 -3.0518 0.3550 0.0937
O4 -2.3489 -1.7718 -0.0331